Record 1
{
  "formula": "C5H13N3",
  "method": "wB97M-V/def2-TZVPD",
  "elements": ["C", "C", "N", "C", "N", "H", "H", "H", "H", "H", "H", "H", "H", "C", "C", "N", "H", "H", "H", "H", "H"],
  "coordinates": [[1.6429, -0.5027, 0.0166], [-0.3991, -1.7740, 0.3472], [0.1840, -0.4127, 0.2679], [-0.2078, 0.4483, 1.5136], [-0.6193, 0.0056, 2.6427], [-1.1236, -0.8751, 2.5940], [0.4092, 1.3448, 1.5013], [2.0781, 0.4937, 0.0044], [2.1119, -1.0813, 0.8113], [1.8179, -0.9853, -0.9445], [0.0525, -2.2985, 1.1883], [-0.2157, -2.2925, -0.5894], [-1.4742, -1.7013, 0.4821], [0.0635, 1.7606, -1.2480], [-0.6905, 0.5165, -0.8004], [-1.4057, -0.1973, -1.6159], [-1.6696, 0.3407, -2.4370], [-1.2551, 0.9865, 0.4112], [0.5208, 2.3159, -0.4295], [0.8309, 1.4874, -1.9771], [-0.6510, 2.4211, -1.7388]],
  "forces_ev_per_a": [[-0.183, 0.101, 0.173], [-0.051, 0.297, 0.003], [-0.511, 0.355, -0.154], [0.647, -0.792, 0.223], [-0.015, 0.358, -0.797], [0.162, -0.102, -0.056], [-0.152, 0.042, -0.104], [-0.051, 0.012, -0.006], [-0.017, -0.043, -0.012], [-0.095, 0.016, 0.041], [0.072, 0.006, -0.046], [0.023, 0.067, 0.010], [0.002, 0.072, -0.044], [0.207, -0.244, 0.112], [-0.335, 0.224, 1.186], [0.157, -0.144, 0.199], [0.110, -0.057, 0.105], [0.043, -0.142, -0.905], [0.018, -0.005, -0.008], [-0.004, 0.050, 0.022], [-0.023, -0.074, 0.059]],
  "mulliken_charge": [-0.950, -1.309, 0.186, 0.097, -0.788, 0.244, 0.348, 0.350, 0.373, 0.366, 0.469, 0.375, 0.415, -1.382, 0.573, -0.783, 0.237, 0.103, 0.285, 0.316, 0.474],
  "energy_ev": -9861.786,
  "max_force_ev_per_a": 1.25,
  "e_homo_ev": -7.21,
  "de_lowest_ev": 4.581,
  "homo_lumo_gap_ha": 0.2896
}



Record 2
{
  "formula": "C5H13N3",
  "method": "wB97M-V/def2-TZVPD",
  "elements": ["C", "N", "N", "H", "H", "H", "H", "H", "H", "C", "C", "C", "C", "N", "H", "H", "H", "H", "H", "H", "H"],
  "coordinates": [[1.5227, 1.4809, -1.0817], [0.2549, 0.9718, -0.5126], [-0.5184, 2.0735, 0.0120], [-0.3628, 0.5757, -1.2476], [-1.4390, 1.6747, 0.2061], [-0.1030, 2.3255, 0.9070], [2.1125, 1.9596, -0.3010], [2.0809, 0.6583, -1.5237], [1.2708, 2.2005, -1.8597], [0.9694, -1.5930, -0.3284], [0.1760, -0.5101, 0.3534], [-2.4444, -1.2027, 0.1723], [0.1360, -0.4216, 1.6991], [-1.5659, -0.7598, -0.6016], [0.7559, -2.5506, 0.1468], [0.7071, -1.6878, -1.3838], [2.0483, -1.4164, -0.2594], [-2.2143, -1.4910, 1.2329], [-3.4802, -1.4019, -0.1606], [-0.3997, 0.3562, 2.2255], [0.4932, -1.2419, 2.3052]],
  "forces_ev_per_a": [[-0.201, -0.267, 0.201], [-1.052, -1.305, -0.341], [0.288, -0.598, 0.088], [0.280, 0.348, -0.043], [0.134, 0.042, 0.008], [-0.007, -0.157, 0.033], [-0.046, -0.082, -0.007], [-0.047, -0.037, 0.132], [0.028, 0.044, 0.124], [0.219, 0.381, -0.415], [-0.350, 0.434, -0.338], [0.367, -0.247, -0.121], [-0.095, 0.305, 0.410], [0.346, 0.520, 0.387], [-0.104, 0.141, 0.039], [-0.056, 0.013, 0.026], [-0.101, -0.002, 0.064], [0.058, 0.313, -0.205], [0.297, 0.071, 0.085], [-0.054, 0.089, -0.027], [0.096, -0.006, -0.099]],
  "mulliken_charge": [-0.812, 0.203, -0.839, 0.439, 0.300, 0.285, 0.282, 0.326, 0.331, -1.630, 1.091, -0.379, -1.108, -0.729, 0.397, 0.418, 0.356, 0.275, 0.282, 0.268, 0.244],
  "energy_ev": -9861.130,
  "max_force_ev_per_a": 1.71,
  "e_homo_ev": -6.53,
  "de_lowest_ev": 5.236,
  "homo_lumo_gap_ha": 0.2697
}



Record 3
{
  "formula": "C5H13N3",
  "method": "wB97M-V/def2-TZVPD",
  "elements": ["C", "C", "C", "N", "N", "C", "N", "C", "H", "H", "H", "H", "H", "H", "H", "H", "H", "H", "H", "H", "H"],
  "coordinates": [[-1.0716, -0.6484, -1.3714], [1.1898, 1.1479, -1.3195], [0.3404, -0.1314, 2.1526], [-0.0465, -0.6479, -0.2971], [1.2007, -0.0247, -0.5100], [-0.3438, 0.2232, 0.8643], [0.1627, -2.0298, 0.0215], [-1.1669, 1.2808, 0.7689], [0.8190, -2.3790, -0.6755], [0.6639, -2.1147, 0.9009], [-1.2581, 0.3589, -1.7232], [-0.6892, -1.2507, -2.1929], [-1.9833, -1.0773, -0.9641], [0.8910, 0.9762, -2.3678], [0.5454, 1.9508, -0.9067], [2.2152, 1.5118, -1.3262], [1.3985, -0.3204, 1.9850], [0.2446, 0.6995, 2.8468], [-0.1093, -1.0154, 2.6058], [-1.7290, 1.5508, -0.1049], [-1.2734, 1.9398, 1.6135]],
  "forces_ev_per_a": [[-0.095, 0.051, -0.084], [-0.579, -0.097, -0.191], [0.119, -0.250, -0.212], [-0.375, 0.774, 0.642], [2.074, -0.404, -0.657], [-0.942, -0.176, 0.449], [-0.513, -0.640, 0.372], [0.199, -0.429, -0.177], [-0.012, 0.413, -0.148], [-0.017, 0.485, -0.073], [0.127, 0.039, 0.033], [0.037, -0.016, 0.074], [0.068, -0.040, -0.035], [0.019, 0.165, 0.001], [0.016, 0.153, -0.080], [0.004, 0.006, -0.016], [0.019, 0.047, 0.011], [-0.053, -0.019, -0.015], [-0.099, -0.004, 0.138], [-0.117, -0.093, -0.165], [0.117, 0.032, 0.133]],
  "mulliken_charge": [-0.958, -0.670, -1.866, 1.267, -0.998, 1.319, -0.892, -1.314, 0.307, 0.304, 0.409, 0.315, 0.327, 0.205, 0.255, 0.295, 0.445, 0.421, 0.302, 0.261, 0.266],
  "energy_ev": -9861.524,
  "max_force_ev_per_a": 2.21,
  "e_homo_ev": -6.89,
  "de_lowest_ev": 4.842,
  "homo_lumo_gap_ha": 0.2898
}



Record 4
{
  "formula": "C5H13N3",
  "method": "wB97M-V/def2-TZVPD",
  "elements": ["C", "C", "C", "N", "N", "N", "H", "H", "H", "H", "H", "H", "H", "H", "H", "C", "C", "H", "H", "H", "H"],
  "coordinates": [[0.5176, -1.1917, 1.6342], [1.4060, 0.1086, -0.3480], [0.7266, 0.1068, 0.8891], [1.7229, 1.3066, -0.9411], [1.9111, -1.0138, -0.9803], [0.1944, 1.2663, 1.2660], [1.2802, 2.0853, -0.4664], [1.6586, 1.3375, -1.9483], [1.7751, -1.8944, -0.5125], [2.8357, -0.9077, -1.3750], [-1.3205, 1.1420, 0.1879], [-0.2718, 1.1796, 2.1659], [1.4017, -1.8358, 1.6159], [0.2935, -0.9873, 2.6818], [-0.3231, -1.7627, 1.2233], [-1.6776, 0.5877, -0.7656], [-2.9241, -0.0670, -0.6866], [-3.7145, 0.1074, -1.4040], [-1.5869, 1.2633, -1.6178], [-0.7591, -0.0829, -0.7451], [-3.1458, -0.7478, 0.1265]],
  "forces_ev_per_a": [[0.055, 0.034, -0.007], [0.477, 0.046, 0.392], [-0.028, 0.284, 0.086], [-0.106, -0.009, -0.003], [-0.127, 0.041, 0.009], [0.719, -0.380, 0.241], [-0.002, -0.060, -0.043], [-0.012, -0.037, 0.049], [0.003, 0.062, 0.019], [-0.093, 0.020, 0.030], [-0.894, -0.233, -1.050], [0.040, -0.074, -0.005], [-0.034, 0.048, -0.017], [-0.002, 0.022, -0.051], [0.039, 0.053, -0.014], [2.154, 0.783, 0.657], [-1.296, -0.724, 0.139], [0.026, -0.010, 0.032], [0.011, -0.019, 0.034], [-0.919, 0.145, -0.459], [-0.010, 0.011, -0.039]],
  "mulliken_charge": [-1.492, 0.109, 0.784, -0.493, -0.472, -0.865, 0.306, 0.250, 0.199, 0.238, 0.313, 0.222, 0.400, 0.429, 0.244, -0.271, -0.826, 0.309, 0.282, 0.049, 0.284],
  "energy_ev": -9863.026,
  "max_force_ev_per_a": 2.38,
  "e_homo_ev": [-6.45, -7.07],
  "de_lowest_ev": 3.340,
  "homo_lumo_gap_ha": [0.2689, 0.2738]
}



Record 5
{
  "formula": "C5H13N3",
  "method": "wB97M-V/def2-TZVPD",
  "elements": ["C", "C", "C", "N", "H", "H", "H", "H", "H", "C", "C", "N", "N", "H", "H", "H", "H", "H", "H", "H", "H"],
  "coordinates": [[-1.0396, -1.9388, 0.5341], [-1.1810, -2.4883, -0.7215], [0.4910, -3.2093, 1.7708], [0.0212, -2.1318, 1.3088], [-1.8065, -1.3290, 0.9966], [-0.3624, -3.0389, -1.1611], [-2.1151, -2.3760, -1.2550], [1.4743, -3.1946, 2.2274], [-0.0566, -4.1453, 1.7109], [0.9685, 1.5993, -0.7253], [-0.3392, 2.2297, -0.2970], [-0.8633, 1.5483, 0.9035], [1.4135, 2.2235, -1.9676], [1.7164, 1.7381, 0.0706], [0.8649, 0.5267, -0.8904], [-0.2083, 3.3022, -0.1243], [-1.0613, 2.0714, -1.0931], [-1.6657, 2.0285, 1.2876], [-0.1613, 1.6607, 1.6271], [1.7090, 3.1820, -1.8176], [2.2014, 1.7416, -2.3845]],
  "forces_ev_per_a": [[-0.401, 0.896, 0.867], [0.257, 0.132, -0.196], [0.860, 0.642, 0.210], [-0.477, -1.599, -0.701], [-0.103, 0.204, -0.241], [0.003, -0.056, -0.144], [0.047, -0.006, -0.008], [0.011, -0.031, 0.086], [-0.167, 0.018, 0.135], [0.650, 0.634, -0.052], [-0.531, -0.528, 0.235], [0.476, -0.164, 0.203], [0.015, -0.046, -0.258], [-0.116, -0.197, 0.169], [-0.191, -0.049, -0.005], [0.052, 0.013, -0.204], [-0.055, 0.263, -0.173], [-0.233, 0.124, -0.238], [0.076, -0.164, 0.166], [-0.088, -0.071, 0.035], [-0.087, -0.018, 0.113]],
  "lowdin_spin": [0.136, 0.441, 0.027, 0.329, 0.002, 0.020, 0.021, 0.005, 0.015, 0.000, 0.000, 0.002, 0.000, 0.000, 0.000, 0.000, 0.000, 0.000, 0.000, 0.000, 0.000],
  "energy_ev": -9855.972,
  "max_force_ev_per_a": 1.81,
  "charge": 1,
  "e_homo_ev": [-11.82, -11.82],
  "de_lowest_ev": 1.734,
  "homo_lumo_gap_ha": [0.2544, 0.1410],
  "multiplicity": 2
}



Record 6
{
  "formula": "C5H13N3",
  "method": "wB97M-V/def2-TZVPD",
  "elements": ["C", "N", "C", "N", "H", "H", "H", "H", "H", "H", "C", "C", "C", "N", "H", "H", "H", "H", "H", "H", "H"],
  "coordinates": [[-0.8673, 2.8309, 0.4349], [-1.7937, 0.6102, 1.9000], [-0.4237, 0.9489, 1.7451], [0.0562, 1.8986, 1.0531], [-0.8432, 2.6772, -0.6498], [-0.5251, 3.8510, 0.6198], [-1.8955, 2.7171, 0.7803], [-2.0154, -0.1987, 1.3273], [-1.9475, 0.3076, 2.8574], [0.2524, 0.3080, 2.3160], [0.1721, -2.9503, -1.1641], [0.6752, -1.5703, -0.6948], [1.9346, 0.2943, -1.5946], [1.4023, -0.8277, -1.7481], [-0.4081, -3.4482, -0.3915], [-0.3811, -2.9260, -2.1012], [1.0678, -3.5565, -1.3289], [1.4013, -1.6591, 0.1141], [-0.1543, -0.9381, -0.3579], [1.8510, 0.8835, -0.6663], [2.4419, 0.7475, -2.4507]],
  "forces_ev_per_a": [[-0.162, 0.124, -0.477], [-0.117, 0.093, 0.194], [0.359, -0.101, 0.014], [-0.144, -0.626, 0.324], [-0.066, 0.106, 0.063], [0.063, -0.145, 0.009], [0.066, -0.005, -0.017], [-0.199, 0.167, -0.131], [-0.092, 0.010, -0.027], [0.383, 0.176, -0.151], [1.053, -0.055, 0.020], [-0.716, -1.166, -0.537], [-0.019, -0.552, -1.889], [-0.051, 1.774, 2.597], [-0.087, 0.224, 0.045], [-0.142, 0.270, 0.161], [-0.217, -0.121, -0.052], [0.061, -0.204, -0.067], [0.129, 0.193, -0.444], [-0.213, -0.196, 0.279], [0.108, 0.034, 0.085]],
  "lowdin_spin": [0.001, 0.000, 0.005, 0.020, 0.000, 0.000, 0.001, 0.000, 0.000, 0.000, 0.019, 0.100, 0.073, 0.674, -0.001, 0.001, 0.001, 0.015, 0.016, 0.043, 0.029],
  "energy_ev": -9855.479,
  "max_force_ev_per_a": 3.15,
  "charge": 1,
  "e_homo_ev": [-13.01, -12.98],
  "de_lowest_ev": 2.228,
  "homo_lumo_gap_ha": [0.2954, 0.1568],
  "multiplicity": 2
}